The following is a DFT calculation (the ωB97M-V functional and the def2-TZVPD basis) of a molecular structure, C16H22AgBrN2O4S2.

ΔE to the lowest compared entry with this formula, charge and spin ... 0.0 kJ/mol
2S+1 ... 1
Charge ... -2

```
48
Properties=species:S:1:pos:R:3:nbo_charge:R:1
Ag -0.619 1.605 -0.834 0.63
Br 1.223 -3.247 2.148 -0.02
S 1.608 4.019 -1.830 2.42
S 2.883 0.209 -1.422 1.28
O 3.645 0.287 -2.713 -1.02
O 0.737 5.171 -1.962 -1.02
O 2.993 4.328 -1.498 -1.03
O 1.076 2.976 -0.926 -1.08
N 1.601 -0.544 2.532 -0.49
N -2.302 0.578 -0.398 -1.10
C -0.345 -1.569 -1.184 -0.63
C -1.974 -3.112 -0.120 -0.21
C -0.114 1.123 2.691 -0.26
C -4.718 0.025 0.840 -0.61
C -4.003 -2.374 0.903 -0.22
C -1.088 0.160 2.443 -0.13
C -0.717 -1.168 2.300 -0.28
C 1.208 0.725 2.716 0.01
C 3.315 -1.371 -0.683 -0.84
C 3.772 1.220 -0.240 -0.84
C 1.642 3.239 -3.428 -0.91
C -3.125 -3.430 0.607 -0.42
C -3.753 -1.077 0.523 -0.17
C -1.649 -1.824 -0.500 -0.18
C -2.516 -0.686 -0.171 0.25
C 0.645 -1.425 2.348 0.17
H -4.923 -2.586 1.449 0.17
H -5.003 0.560 -0.071 0.21
H -0.374 2.166 2.813 0.22
H 2.953 -1.395 0.345 0.25
H 2.294 2.367 -3.394 0.25
H 0.348 -1.008 -0.542 0.18
H -1.431 -1.962 2.118 0.27
H -3.345 -4.450 0.901 0.18
H 2.027 3.971 -4.136 0.21
H -1.275 -3.910 -0.371 0.18
H 1.998 1.452 2.873 0.18
H 3.662 2.259 -0.549 0.28
H -0.470 -0.947 -2.077 0.21
H -2.128 0.437 2.334 0.25
H 0.627 2.948 -3.688 0.23
H 3.314 1.072 0.738 0.23
H 2.825 -2.153 -1.260 0.23
H 4.819 0.910 -0.240 0.20
H 0.136 -2.513 -1.462 0.18
H -4.263 0.795 1.475 0.20
H -5.616 -0.368 1.331 0.17
H 4.400 -1.482 -0.725 0.21
```

***

The following is a DFT calculation (the ωB97M-V functional and the def2-TZVPD basis) of a molecular structure, C16H22ClHgN3OS3Sb.

ΔE to the lowest compared entry with this formula, charge and spin ... 0.0 kJ/mol
2S+1 ... 1
Charge ... -1

```
48
Properties=species:S:1:pos:R:3:nbo_charge:R:1
Hg -3.678 1.322 -3.558 1.13
Sb -5.981 2.147 -1.497 0.89
Cl -5.340 -1.813 3.199 -0.01
S -5.104 3.798 -0.217 -0.94
S -4.203 0.315 -1.427 -1.11
S -5.391 2.892 -3.956 -0.99
O 1.463 1.838 -1.087 -0.75
N 0.420 -0.471 -2.332 -0.19
N -0.382 -1.577 -2.280 -0.30
N -1.349 0.089 -3.467 -0.55
C 2.921 1.442 1.544 -0.62
C 1.697 -0.418 -1.621 -0.24
C 0.317 -0.989 1.237 -0.44
C -3.220 -2.371 1.610 -0.21
C -1.089 -1.231 1.750 0.07
C 1.656 0.560 -0.447 0.29
C -1.598 -0.466 2.799 -0.23
C -0.164 0.487 -3.065 0.20
C -2.899 -0.638 3.249 -0.21
C -1.444 -1.170 -2.952 0.16
C -3.698 -1.598 2.651 -0.03
C 4.135 1.105 -0.606 -0.62
C 3.454 -0.862 0.736 -0.62
C -1.916 -2.185 1.168 -0.21
C 0.439 0.344 0.464 -0.44
C 3.024 0.550 0.300 -0.06
H 3.671 -1.509 -0.121 0.20
H -0.972 0.293 3.267 0.20
H 0.617 -1.829 0.603 0.21
H 2.466 -0.095 -2.318 0.22
H 5.053 1.222 -0.020 0.20
H 0.425 1.165 1.190 0.21
H 1.917 -1.424 -1.296 0.23
H 3.906 1.526 2.017 0.21
H -2.338 -1.779 -3.045 0.22
H -0.453 0.478 -0.149 0.25
H 0.278 1.463 -3.222 0.23
H -1.546 -2.769 0.330 0.22
H -3.300 -0.025 4.049 0.22
H 3.866 2.074 -1.025 0.23
H 4.378 -0.783 1.319 0.21
H 2.229 1.029 2.290 0.21
H 0.991 -0.974 2.096 0.20
H 2.712 -1.361 1.363 0.22
H 4.365 0.424 -1.434 0.20
H 2.590 2.458 1.288 0.21
H 0.951 2.403 -0.498 0.48
H -3.875 -3.085 1.124 0.23
```

***

The following is a DFT calculation (the ωB97M-V functional and the def2-TZVPD basis) of a single C16H22ClNO2 molecule.

ΔE to the lowest compared entry with this formula, charge and spin ... 0.0 kJ/mol
2S+1 ... 1

```
42
Properties=species:S:1:pos:R:3:nbo_charge:R:1
Cl 7.773 1.098 -0.884 0.00
O -0.764 -1.592 -1.964 -0.63
O 2.635 -0.913 1.088 -0.52
N -1.984 -0.638 -0.324 -0.63
C -4.061 0.362 -1.174 -0.40
C 5.936 0.550 1.019 -0.21
C -0.626 -2.539 0.247 -0.49
C -2.532 0.436 -1.125 -0.06
C 3.800 -0.469 0.551 0.38
C -1.127 -1.560 -0.806 0.68
C 1.667 -1.490 0.232 -0.07
C -2.715 2.143 0.741 -0.40
C -4.236 2.092 0.635 -0.40
C 0.473 -1.893 1.093 -0.40
C -2.072 1.801 -0.600 -0.40
C 4.720 0.069 1.454 -0.27
C 5.348 -0.033 -1.239 -0.20
C 6.247 0.496 -0.332 -0.07
C -4.694 0.713 0.170 -0.40
C 4.126 -0.516 -0.802 -0.32
H -4.686 2.328 1.602 0.21
H 1.354 -0.769 -0.533 0.19
H 0.814 -2.593 1.858 0.22
H 6.643 0.964 1.721 0.23
H -0.225 -3.413 -0.268 0.23
H -0.984 1.804 -0.507 0.21
H -5.782 0.696 0.074 0.21
H -4.423 -0.035 0.919 0.18
H -4.362 -0.641 -1.482 0.22
H -2.378 1.443 1.510 0.18
H -2.347 2.561 -1.334 0.21
H 3.439 -0.922 -1.526 0.23
H 2.080 -2.374 -0.271 0.18
H -2.398 3.141 1.051 0.21
H 0.094 -1.003 1.600 0.20
H -4.573 2.843 -0.082 0.20
H -2.127 0.276 -2.130 0.24
H -2.242 -0.664 0.649 0.39
H -4.414 1.066 -1.930 0.20
H 5.596 -0.070 -2.288 0.23
H -1.449 -2.856 0.889 0.22
H 4.456 0.099 2.499 0.22
```

***

The following is a DFT calculation (the ωB97M-V functional and the def2-TZVPD basis) of a molecular structure, C16H22CoN5O5S at a distorted geometry.

ΔE to the lowest compared entry with this formula, charge and spin ... 105.9 kJ/mol
2S+1 ... 4
<S²> ... 3.761
Charge ... -1

```
50
Properties=species:S:1:pos:R:3:nbo_charge:R:1
Co 0.711 0.008 0.690 1.44
S -1.758 -0.216 1.151 -0.44
O -0.312 2.645 -0.965 -0.72
O 0.418 -0.149 4.782 -0.71
O 4.053 2.422 0.674 -0.70
O 0.928 -0.575 2.670 -0.83
O 2.624 0.749 0.383 -0.85
N -2.272 -2.564 2.281 -0.60
N 0.343 -1.792 0.161 -0.30
N -0.423 -2.532 0.956 -0.45
N 1.233 -0.235 -1.626 -0.47
N 0.757 2.007 1.936 -0.51
C 0.533 0.168 3.607 0.78
C -1.428 -1.870 1.486 0.33
C -4.553 -1.829 2.809 -0.61
C 1.559 0.562 -2.621 0.07
C 0.131 3.203 1.374 -0.24
C 2.188 2.234 2.174 -0.35
C 1.469 -2.210 -0.363 0.17
C 1.974 -1.344 -1.400 0.18
C 3.126 -1.611 -2.153 -0.24
C 3.482 -0.738 -3.160 -0.15
C 0.121 1.623 3.196 -0.35
C -3.103 -1.925 3.273 -0.22
C 2.667 0.349 -3.434 -0.27
C 0.477 3.419 -0.103 -0.08
C 3.051 1.784 0.961 0.78
C 2.154 -3.488 0.026 -0.67
H -0.230 1.709 -0.702 0.47
H 2.513 1.609 3.011 0.23
H 3.138 -3.268 0.438 0.23
H -4.595 -1.286 1.870 0.22
H -2.716 -0.915 3.447 0.23
H -0.956 3.100 1.450 0.21
H 1.561 -3.994 0.783 0.25
H 0.376 2.315 4.012 0.19
H -0.967 1.621 3.072 0.23
H -1.972 -3.509 2.464 0.40
H -5.146 -1.307 3.555 0.20
H 0.441 4.097 1.941 0.17
H -4.970 -2.822 2.658 0.19
H 3.747 -2.461 -1.922 0.22
H 1.544 3.225 -0.265 0.19
H 2.270 -4.138 -0.841 0.21
H -3.041 -2.494 4.206 0.19
H 4.390 -0.904 -3.727 0.21
H 2.400 3.280 2.426 0.19
H 0.265 4.458 -0.373 0.17
H 0.907 1.411 -2.789 0.21
H 2.903 1.036 -4.230 0.21
```

***

The following is a DFT calculation (the ωB97M-V functional and the def2-TZVPD basis) of 2 unconnected molecules or ions with the total composition C16H22F2N3OS at a distorted geometry.

Total energy ... -1459.705562 hartree
2S+1 ... 1
Charge ... +1

```
45
Properties=species:S:1:pos:R:3:nbo_charge:R:1
S 0.159 -4.082 -0.481 0.85
F -6.228 -0.632 1.864 -0.37
F -4.634 -3.908 -0.555 -0.32
O 4.970 3.561 -1.203 -0.73
N 0.165 -2.600 0.386 -0.60
N 3.751 1.076 0.007 -0.21
N -1.521 -4.460 -0.712 -0.51
C -5.838 -1.580 0.827 0.18
C -1.768 -0.873 1.345 -0.11
C 4.203 1.269 -1.453 -0.23
C -4.241 -1.768 0.765 -0.10
C 5.345 2.268 -1.652 -0.09
C -3.334 -0.662 1.434 -0.13
C -6.385 -1.070 -0.624 -0.44
C -2.126 -3.293 -0.056 0.06
C 3.189 2.366 0.583 -0.41
C -0.824 0.285 1.993 -0.02
C 2.643 0.039 0.020 -0.41
C 4.887 0.591 0.876 -0.41
C -1.212 -2.186 0.610 0.13
C -5.330 -0.072 -1.369 -0.64
C -0.225 1.463 2.123 -0.29
C -3.684 -3.022 0.034 0.41
H 2.653 2.119 1.501 0.22
H 0.234 2.519 2.178 0.27
H 3.317 1.594 -2.005 0.24
H 5.658 1.359 0.919 0.23
H -7.409 -0.538 -0.530 0.24
H 1.815 0.411 -0.585 0.24
H 4.506 0.282 -1.820 0.24
H -4.898 0.692 -0.629 0.21
H 3.033 -0.893 -0.391 0.23
H -5.919 0.518 -2.175 0.23
H 5.754 4.131 -1.253 0.49
H -6.325 -2.601 1.077 0.21
H -3.769 0.270 1.955 0.28
H 5.582 2.332 -2.718 0.21
H -4.503 -0.704 -1.885 0.21
H 5.283 -0.329 0.443 0.23
H 2.318 -0.111 1.051 0.25
H 4.005 3.041 0.831 0.25
H 4.497 0.404 1.879 0.24
H 6.251 1.953 -1.126 0.18
H -6.550 -1.961 -1.334 0.23
H 2.505 2.804 -0.145 0.24
```

***

The following is a DFT calculation (the ωB97M-V functional and the def2-TZVPD basis) of 3 unconnected molecules or ions with the total composition C16H22F5N2O4 at a distorted geometry.

Total energy ... -1532.522164 hartree
2S+1 ... 1
Charge ... +1

```
49
Properties=species:S:1:pos:R:3:nbo_charge:R:1
F -1.323 3.556 0.752 -0.33
F -4.219 2.134 -0.167 -0.31
F -2.756 3.577 2.374 -0.31
F -3.122 3.836 -0.890 -0.32
F -4.514 4.062 0.739 -0.29
O 0.127 -3.156 1.309 -0.50
O 1.278 -0.367 -2.236 -0.54
O 2.023 -0.352 -4.347 -0.54
O 0.782 -1.188 2.125 -0.61
N 1.108 3.492 -1.913 -0.46
N -0.452 2.060 -1.470 -0.27
C -0.877 2.799 -2.562 -0.03
C 3.333 -1.455 -2.606 -0.53
C -2.193 1.491 1.509 -0.48
C 0.526 -3.103 3.622 -0.53
C 0.508 -4.561 3.160 -0.43
C 0.517 -2.345 2.312 0.80
C -1.089 0.833 0.665 -0.41
C 0.739 2.497 -1.097 0.27
C -1.239 0.976 -0.852 -0.23
C -3.611 3.254 0.206 0.91
C 2.772 -1.902 -1.254 -0.43
C 0.113 3.695 -2.831 -0.04
C 2.176 -0.684 -3.214 0.79
C 1.768 -0.800 -0.954 -0.08
C -2.442 2.954 1.216 0.61
C -0.224 -4.460 1.829 -0.07
H 1.317 2.125 -0.276 0.25
H 3.521 -2.022 -0.474 0.23
H 0.171 4.451 -3.588 0.26
H -0.939 0.063 -1.353 0.25
H 0.084 -5.216 1.112 0.21
H 2.249 -2.852 -1.368 0.22
H 4.178 -0.774 -2.495 0.24
H 0.930 -1.146 -0.353 0.22
H -2.277 1.154 -1.108 0.23
H 1.971 4.002 -1.831 0.45
H -0.373 -2.835 4.180 0.24
H -3.097 0.898 1.445 0.24
H -1.873 1.451 2.545 0.26
H -1.135 -0.229 0.865 0.25
H -1.814 2.670 -3.060 0.26
H 0.029 -5.244 3.858 0.24
H -0.122 1.147 1.038 0.23
H -1.308 -4.500 1.943 0.19
H 1.407 -2.850 4.204 0.25
H 3.614 -2.285 -3.247 0.26
H 1.529 -4.907 2.997 0.22
H 2.231 0.057 -0.454 0.16
```